#P
ORCA calculation (ωB97M-V/def2-TZVPD) on 10 unconnected molecules or ions with the total composition C4H26NO11.

HOMO energy = -6.6 eV
gap between HOMO and LUMO = 0.3526 hartree
LUMO = 3.04 eV

```
! RIJCOSX wB97M-V def2-TZVPD def2/J DEFGRID3
* xyz -1 1
C 0.73545 -1.81156 -2.10251
C 1.00179 -0.89976 -0.86681
C 1.89146 0.25210 -1.36229
C 1.62351 1.48647 -0.49072
O 1.42063 1.29875 0.76555
O 1.57912 2.62477 -1.01285
N 1.61805 -1.65481 0.23579
H -0.31517 -2.12503 -2.04262
H 1.37317 -2.70279 -2.12676
H 0.86574 -1.32536 -3.05910
H 0.06793 -0.44015 -0.49860
H 2.93236 -0.08064 -1.31518
H 1.73437 0.68732 -2.37363
H 2.58588 -1.90537 0.09197
H 1.61474 -1.04710 1.03949
H 1.98413 3.32729 1.55392
H 1.52259 3.87740 0.30982
O 1.65707 4.18462 1.24469
H -3.22018 1.25550 1.84870
H -1.84888 1.07604 2.38736
O -2.76751 0.72132 2.51171
H 0.13649 2.03658 1.37690
H -0.62439 2.92224 2.35187
O -0.81108 2.27037 1.66504
H -2.57420 -0.66806 -0.69601
H -3.16034 -0.93232 0.64813
O -2.69276 -1.42016 -0.04354
H -0.34942 3.29154 -1.15602
H -1.10319 2.69087 -0.00927
O -1.25747 2.99296 -0.93663
H 0.52039 -5.19639 -1.24341
H -0.54509 -4.25015 -0.79536
O 0.01642 -4.44777 -1.58264
H -1.25599 -2.63099 0.49302
H 0.10308 -3.19542 0.88907
O -0.82664 -3.46199 0.78108
H 0.57927 -0.59511 3.15586
H 1.18828 0.61740 2.30993
O 0.88890 0.31113 3.19301
H -1.94548 0.57635 -2.40206
H -2.01069 1.58797 -1.21144
O -2.33232 0.70195 -1.52543
*
```

***

#Q
ORCA calculation (ωB97M-V/def2-TZVPD) on 10 unconnected molecules or ions with the total composition C4H26NO11.

HOMO energy = -5.5 eV
gap between HOMO and LUMO = 0.3075 hartree
LUMO = 2.90 eV

```
! RIJCOSX wB97M-V def2-TZVPD def2/J DEFGRID3
* xyz -1 1
C 0.91987 2.75400 0.29277
C 0.84797 1.25051 0.19272
N 0.85080 0.87981 -1.19833
C 0.80914 -0.52530 -1.52213
C -0.57248 -1.32796 -1.26581
O -1.57655 -0.59025 -1.26767
O -0.56445 -2.57283 -1.33383
H 1.20380 3.03417 1.30422
H -0.05011 3.20235 -0.03334
H 1.64842 3.22140 -0.33264
H 1.74510 0.78085 0.70765
H 0.09668 0.71944 0.86525
H 0.16924 1.37083 -1.75866
H 1.59338 -1.04794 -0.90139
H 1.19452 -0.97629 -2.50431
H -3.71673 1.82132 0.12648
H -2.62172 2.90755 0.24867
O -3.18484 2.33771 0.79379
H 2.26783 -2.20062 -3.12256
H 1.35333 -3.23836 -2.30883
O 2.21625 -2.88683 -2.45950
H -1.29055 -3.50873 0.20879
H -1.58608 -2.24994 0.93459
O -1.43493 -3.18574 1.10599
H 0.72730 0.04187 4.15378
H 0.04873 0.49598 3.03112
O 0.73426 0.87778 3.69371
H -2.17537 0.99993 2.07392
H -2.23666 -0.39547 1.47697
O -2.10948 0.05828 2.32616
H 3.98023 0.03392 2.25756
H 4.00897 0.22250 0.68880
O 4.44457 -0.17322 1.45161
H 2.79201 -2.80782 -0.53380
H 4.00202 -1.93424 0.12789
O 3.33807 -2.63066 0.24973
H -4.29169 0.05879 0.19500
H -3.08506 -0.17132 -0.80893
O -3.90381 0.40316 -0.62819
H -2.53653 1.76989 -2.87593
H -1.88518 1.16344 -1.62556
O -2.17026 2.01804 -2.02577
*
```

***

Quick one: least stable of them? #Q

***

#P
ORCA calculation (ωB97M-V/def2-TZVPD) on a single CH2FNO molecule.

HOMO energy = -11.3 eV
gap between HOMO and LUMO = 0.4411 hartree
SMILES = NC(=O)F
LUMO = 0.68 eV

```
! RIJCOSX wB97M-V def2-TZVPD def2/J DEFGRID3
* xyz 0 1
C 0.26967 -0.05359 0.57864
N -0.07213 0.22287 -0.66550
O 1.15895 0.35730 1.23913
F -0.50215 -1.23314 0.84920
H -0.05054 1.18206 -1.01435
H -0.80380 -0.47550 -0.98712
*
```

***

#Q
ORCA calculation (ωB97M-V/def2-TZVPD) on a single CH2FNO molecule.

HOMO energy = -9.3 eV
gap between HOMO and LUMO = 0.3840 hartree
SMILES = F[C@@H]1NO1
LUMO = 1.15 eV

```
! RIJCOSX wB97M-V def2-TZVPD def2/J DEFGRID3
* xyz 0 1
C 0.53745 0.03768 -0.19804
N -0.71213 0.19178 0.33380
O 0.02149 1.39016 0.41385
F 0.82885 -0.04370 -1.51967
H 1.32967 -0.28398 0.54893
H -1.61115 0.27385 -0.05280
*
```

***

#R
ORCA calculation (ωB97M-V/def2-TZVPD) on a molecular structure, CH2FNO.

HOMO energy (spin up / spin down) = -9.5 / -9.5 eV
gap between HOMO and LUMO (spin up / spin down) = 0.3312 / 0.3314 hartree
LUMO (spin up / spin down) = -0.51 / -0.51 eV

```
! RIJCOSX wB97M-V def2-TZVPD def2/J DEFGRID3
* xyz 0 1
C -0.77094 0.78704 0.03758
N -1.88602 0.41374 0.03587
O -2.47578 -0.61098 0.02522
F -0.18702 1.88656 0.00615
H 0.72751 -0.58628 -0.60875
H -0.02564 -0.42401 -0.90217
*
```

***

Quick one: least stable of them? #R

***

#P
ORCA calculation (ωB97M-V/def2-TZVPD) on a single C4H4ClOP molecule.

HOMO energy = -8.8 eV
gap between HOMO and LUMO = 0.3179 hartree
SMILES = O=C=PC/C=C\Cl
LUMO = -0.12 eV

```
! RIJCOSX wB97M-V def2-TZVPD def2/J DEFGRID3
* xyz 0 1
C 0.18445 0.53747 0.77643
C 2.50315 -0.62311 -0.01159
C -0.75547 0.54829 -0.39937
C -1.73064 -0.31879 -0.65224
O 3.01791 -1.59863 -0.31780
P 2.02158 0.92590 0.27046
Cl -2.04073 -1.77739 0.32346
H -0.25536 1.47304 1.18155
H 0.21835 -0.43961 1.27043
H -0.66989 1.42496 -1.03810
H -2.49334 -0.15213 -1.40325
*
```

***

#Q
ORCA calculation (ωB97M-V/def2-TZVPD) on a single C4H4ClOP molecule.

HOMO energy = -8.6 eV
gap between HOMO and LUMO = 0.3446 hartree
SMILES = O=C=C[C@@H]1CP1Cl
LUMO = 0.77 eV

```
! RIJCOSX wB97M-V def2-TZVPD def2/J DEFGRID3
* xyz 0 1
C -0.97921 -1.38981 -0.41560
C -0.41034 -0.08627 -0.74077
C -2.20427 -1.63468 -0.12659
C -0.05524 0.91405 0.32068
O -3.24985 -2.04577 0.12468
P -1.48878 1.45432 -0.69502
Cl -3.04294 0.97328 0.39295
H -0.27046 -2.19950 -0.40882
H 0.24701 -0.22583 -1.61888
H -0.23983 0.89577 1.47539
H 0.87058 1.47428 0.27382
*
```

***

Quick one: least stable of them? #P

***

#P
ORCA calculation (ωB97M-V/def2-TZVPD) on a gas-phase ion, C4H8N3 (charge +1).

HOMO energy (spin up / spin down) = -12.6 / -12.6 eV
gap between HOMO and LUMO (spin up / spin down) = 0.2312 / 0.2308 hartree
SMILES = [H]/N=[NH+]/CCN=C=C
LUMO (spin up / spin down) = -6.29 / -6.30 eV

```
! RIJCOSX wB97M-V def2-TZVPD def2/J DEFGRID3
* xyz 1 1
C -0.76124 -0.44986 1.60968
C -1.30849 -0.43736 2.75554
C 0.95644 -0.66753 -0.15503
C 1.20968 0.32241 -1.30696
N -0.04644 -0.25168 0.70603
N -0.72992 1.30174 -1.14817
N -0.02239 0.60132 -1.96484
H -2.28430 -0.90889 2.96929
H -0.90941 0.22068 3.56438
H 0.71948 -1.61348 -0.57694
H 1.94914 -0.71547 0.25563
H 1.45228 1.30230 -0.82841
H 1.93637 -0.21623 -1.97767
H -1.67427 1.60220 -1.42480
H -0.48695 -0.09017 -2.47774
*
```

***

#Q
ORCA calculation (ωB97M-V/def2-TZVPD) on a gas-phase ion, C4H8N3 (charge +1).

HOMO energy (spin up / spin down) = -13.0 / -13.1 eV
gap between HOMO and LUMO (spin up / spin down) = 0.2576 / 0.2753 hartree
LUMO (spin up / spin down) = -6.02 / -5.61 eV

```
! RIJCOSX wB97M-V def2-TZVPD def2/J DEFGRID3
* xyz 1 1
C 0.02908 1.31627 -0.04151
C -0.20721 0.52002 1.13461
C 0.22474 -0.59942 -1.28968
C -0.49011 -1.88073 1.74117
N 0.22546 0.64909 -1.20087
N -0.03000 -0.72421 1.07117
N 0.54491 1.42890 -2.21305
H -0.09377 2.49614 -0.09414
H -0.57444 1.21055 1.97437
H 0.80755 -1.38735 -1.83012
H -0.40276 -1.63976 2.88405
H -1.53823 -2.05891 1.40167
H 0.14714 -2.79150 1.53426
H 0.90025 1.05593 -3.10596
H 0.45740 2.40498 -1.96597
*
```

***

Quick one: least stable of them? #Q